Molecular formula: C5H6Cl2CrO4STi
Method: DFT, ωB97M-V/def2-TZVPD

Structure (XYZ):
```
20
Properties=species:S:1:pos:R:3:forces:R:3:lowdin_spin:R:1
Ti 0.128 0.113 -3.445 -5.889 1.447 10.312 0.8885
Cr 0.694 0.570 -0.495 -3.080 -3.378 -1.355 3.3327
Cl -0.543 -1.186 -1.551 0.900 -0.225 -1.699 -0.0029
Cl -0.443 1.980 -2.060 0.863 -0.133 -0.113 -0.0150
C 1.648 1.984 0.214 5.137 7.441 3.663 0.0235
C 0.598 -1.388 -4.413 3.438 -10.159 -6.941 0.0187
C 0.679 1.202 -4.831 4.050 7.340 -9.943 0.0178
O 2.247 2.865 0.644 -2.538 -3.663 -1.791 0.0916
O 0.901 -2.325 -5.006 -1.284 3.821 2.443 0.0598
O 1.032 1.885 -5.686 -1.502 -2.789 3.537 0.0553
C -0.637 0.713 3.103 0.379 1.403 1.278 -0.0358
S 0.347 -0.545 2.219 -2.851 -0.267 2.575 -0.1400
C -0.792 -1.923 2.581 0.108 -2.055 0.404 -0.0481
O -0.316 -0.231 0.867 0.334 1.076 -1.956 -0.2332
H -0.555 0.540 4.196 0.170 0.009 -0.466 -0.0038
H -1.706 0.682 2.806 0.740 -0.506 -0.157 -0.0015
H -0.227 1.719 2.876 -0.047 -0.567 0.213 0.0000
H -1.832 -1.694 2.262 0.789 0.496 0.046 -0.0008
H -0.441 -2.831 2.048 -0.009 0.482 0.347 -0.0001
H -0.782 -2.131 3.671 0.292 0.227 -0.396 -0.0067
```
Forces are in eV/Å.

calculated total energy	-3705.5861	hartree
E_LUMO (spin up / spin down)	-19.8 / -19.2	eV
ΔE to the lowest compared entry with this formula, charge and spin	40.7	kJ/mol
charge	+4
HOMO (spin up / spin down)	-25.808 / -26.385	eV
spin multiplicity	5
expectation value of S²	6.4651
orbital gap (spin up / spin down)	6.0 / 7.2	eV